No. 1
Entry from OMol25: 2 unconnected molecules or ions with the total composition C2H7NS (ωB97M-V/def2-TZVPD).

Structure (ORCA input):
```
! wB97M-V def2-TZVPD RIJCOSX def2/J DEFGRID3
* xyz 0 1
S 3.570 -0.164 0.886
H 4.096 1.057 0.761
C -1.949 0.605 -0.001
C -0.835 -1.060 -1.143
N -1.955 -0.549 -0.883
H -1.051 1.215 -0.101
H -2.794 1.262 -0.228
H -2.063 0.303 1.037
H 0.110 -0.650 -0.765
H -0.779 -1.945 -1.773
H 3.649 -0.075 2.210
*
```

HOMO ... -9.66 eV
Kohn-Sham gap ... 10.44 eV
SMILES ... C=NC.S
ΔE to the lowest compared entry with this formula, charge and spin ... 92.5 kJ/mol

No. 2
Entry from OMol25: 2 unconnected molecules or ions with the total composition C2H7NS at a distorted geometry (ωB97M-V/def2-TZVPD).

Structure (ORCA input):
```
! wB97M-V def2-TZVPD RIJCOSX def2/J DEFGRID3
* xyz 0 1
S -1.678 -0.291 0.992
H -2.799 -0.935 0.629
C 1.545 -0.605 -1.402
C 1.239 1.240 -0.026
N 0.689 0.271 -0.624
H 1.575 -0.360 -2.478
H 1.232 -1.658 -1.280
H 2.586 -0.665 -1.009
H 2.342 1.368 -0.095
H 0.755 1.796 0.822
H -0.188 -0.639 0.849
*
```

HOMO ... -8.61 eV
Kohn-Sham gap ... 9.21 eV
SMILES ... C=NC.S
ΔE to the lowest compared entry with this formula, charge and spin ... 269.2 kJ/mol

No. 3
Entry from OMol25: a single C2H7NSi molecule at a distorted geometry (ωB97M-V/def2-TZVPD).

Structure (ORCA input):
```
! wB97M-V def2-TZVPD RIJCOSX def2/J DEFGRID3
* xyz 0 1
C 1.458 1.576 -0.562
C -1.125 -0.980 1.057
N 1.410 0.098 -0.243
Si -0.112 -0.522 -0.506
H 2.329 1.999 -1.044
H 0.556 2.163 -0.453
H -0.541 -0.763 2.040
H -2.034 -0.350 1.063
H -1.401 -2.096 1.195
H 0.224 -1.696 -1.286
H -0.764 0.570 -1.260
*
```

HOMO (alpha / beta) ... -9.60 / -9.60 eV
Kohn-Sham gap (alpha / beta) ... 9.18 / 9.18 eV
SMILES ... C=N[SiH2]C
ΔE to the lowest compared entry with this formula, charge and spin ... 182.6 kJ/mol